# 1
ORCA calculation (ωB97M-V/def2-TZVPD) on a structure of composition C34H60BN4O3P2SSc.

Structure (ORCA input):
```
! RIJCOSX wB97M-V def2-TZVPD def2/J DEFGRID3
* xyz 2 1
B 0.92294 1.63629 -0.24257
C 0.58965 1.03513 -4.99687
H 0.65377 -0.81373 5.81012
C -1.37679 -5.64631 -0.28606
H -1.22451 -5.82362 3.48292
H 1.40961 -5.38071 -1.52225
H -1.44307 0.16500 -1.81323
H 0.60868 2.32131 -6.70918
H 0.50727 -0.27425 -6.72795
H -2.68785 -8.36159 3.14440
C -0.48871 1.72927 3.89816
H 2.11038 0.50332 -3.47971
H -1.05613 -1.42858 -1.87669
C -3.08021 1.91837 -4.73611
C 1.72829 -4.47422 -1.03070
H 3.16856 1.93416 1.91455
H 0.98305 3.19204 -5.20737
C 0.25316 5.15056 -1.11043
C -1.99391 2.74293 -3.96803
C 3.04834 -1.98649 3.64668
H -3.36438 1.09672 -4.05072
H -3.91580 2.55136 -4.76165
C 1.58022 1.44857 5.29369
C -0.11781 -0.40876 5.12614
H -5.40174 -1.52837 2.45267
P 1.57431 0.24412 2.69784
H -0.95008 2.07583 4.81952
H -0.15898 2.62504 3.37188
H 0.35219 3.61666 -3.03879
C 0.37727 6.26598 -0.23141
N -2.73587 -1.01731 -0.78874
H 0.01645 7.22036 -0.54833
H -3.63196 -8.23240 1.64772
C 0.61543 3.92149 -0.53126
C -2.93238 -0.97124 0.54929
Sc -0.01694 -0.56190 0.71707
C -0.53742 -4.76491 0.41657
H 2.33743 -3.75285 -1.61159
C -3.05597 -7.64228 2.38776
C -1.15949 -5.91474 2.40839
H -2.77581 1.50906 -5.69482
H -2.43905 4.63733 -4.88091
C -2.01888 -6.70778 0.34152
H 1.96282 2.65737 2.96498
H 3.80466 -0.07646 0.87086
C -2.00216 -6.80958 1.72014
H 1.63782 2.35995 -3.11168
H 4.74197 -1.43551 1.44213
H 2.26331 2.19767 -5.95017
H 0.30713 -4.31410 2.31731
C 0.87300 6.16388 1.08329
C 3.77653 -0.99223 1.47258
H -0.47372 -1.22892 4.46299
P -0.57341 1.44773 -3.52723
N 1.34573 2.36978 0.93488
H -3.81677 -6.99676 2.90345
H 2.24068 -1.94682 4.35418
H 4.44884 1.22322 3.40921
H 2.25658 2.22399 4.91781
H 3.93777 -2.24776 4.28074
H -1.51956 -5.49624 -1.36391
N 0.71787 2.72877 -1.22641
H 4.14479 0.15047 4.77596
H 1.14090 7.09129 1.58198
C -4.40553 -1.77892 2.20807
N -1.43111 -0.71385 -1.25078
H -0.08855 5.24125 -2.13611
C -2.58888 3.22522 -2.66671
C 2.08420 1.95569 2.07652
H 5.26985 -0.39230 3.52887
C 3.23741 -0.64158 2.88145
C 0.63344 2.64936 -2.68978
C -1.58365 3.97062 -4.81808
H 3.00712 -1.58199 0.97031
H -1.83283 3.85216 -2.10110
O 0.68738 -2.45933 0.37736
O -4.20360 -1.13672 0.88456
H -0.89784 0.05551 5.75455
H -0.57174 -0.77884 -5.42099
H -0.98013 0.58725 -6.52507
H 1.45076 -0.90654 -4.39892
C 1.19676 4.87695 1.66369
H -2.50002 -7.41377 -0.31548
C 1.17636 2.26342 -5.75882
H -1.21605 1.27043 3.18503
C -0.19320 0.10137 -5.94810
H -3.42155 3.83468 -2.91970
H -4.40788 -2.86810 2.04325
H 1.50063 4.76691 2.74531
O -1.93181 -1.08456 1.34181
H 1.05893 1.94506 6.16235
C 1.75411 0.16751 -4.42891
H 2.17967 -4.73169 -0.09284
C 0.60478 0.75005 4.33081
H -3.49065 -0.67562 -1.33371
H 2.83435 -2.78202 2.93368
C -0.32135 -4.99071 1.76425
H -0.72968 4.57376 -4.38647
H -2.83517 2.44218 -1.92847
S 0.23291 -3.59248 -0.66599
H 2.65014 0.27242 -5.06413
C 4.31596 0.17010 3.67834
H -3.70291 -1.39662 2.94245
H 2.18463 0.69177 5.81253
C 1.00839 3.76204 0.79655
H -1.22171 3.58131 -5.82627
*
```

For the total energy, the calculation gives -3642.28436 hartree. As for the energy relative to the best compared isomer or geometry (same formula, charge and spin): 0.00 kcal/mol. As for the HOMO energy: -11.71 eV.

Atomic partial charges in e from the Mulliken method, atoms 1 to 6: 1.030 1.743 0.445 -0.669 0.434 0.466

---

# 2
ORCA calculation (ωB97M-V/def2-TZVPD) on a cluster of 3 separate species, C34H60F2N2O13S in total.

Structure (ORCA input):
```
! RIJCOSX wB97M-V def2-TZVPD def2/J DEFGRID3
* xyz 0 1
O 0.31857 -2.99636 -8.71654
O -3.33287 2.23279 0.36069
O -2.17509 -0.89080 -3.39445
H -1.36440 -3.00581 -3.18230
H 3.15381 -1.64964 -5.41144
H -0.40234 -3.42508 -5.96795
H -4.27697 6.59064 5.62648
H -2.47392 2.83589 4.64380
H -0.14171 -0.22301 4.17384
H -4.88857 3.52529 2.89087
N 2.11783 -2.45240 -1.48567
H -3.41603 2.74267 2.37342
H -5.85150 6.71736 4.83853
O 4.35000 1.64962 -2.16290
H 5.81317 2.00351 -0.83091
H -0.16286 -0.55164 -6.78552
H 0.67121 0.41334 2.76300
H 2.59959 1.13262 4.12289
H 1.22513 -1.18196 -5.18140
C 0.40280 -1.77214 -3.20213
H 5.51689 -2.55713 -5.18105
H -6.03309 4.24073 4.73001
C -5.32624 4.70166 5.42504
H -5.17160 1.06316 2.70486
H -3.80728 1.00895 -2.54669
F 2.18152 -4.45720 -2.74591
C 2.79474 -3.58542 -1.94844
O 0.13495 1.60042 -0.44570
H -4.48081 6.06397 3.94957
C 1.89728 0.46364 6.03485
F 3.44364 -1.81723 0.38803
C 1.57615 0.06642 -1.74561
H 4.11315 2.73655 -0.34629
H 5.57645 -1.64081 -3.65068
H -1.92134 -4.96145 -1.98611
C 0.15850 0.35623 -1.11465
H 2.45847 1.72635 -0.76361
H 0.95634 -0.23631 7.82482
H 1.10598 1.88789 4.62345
O 1.86489 -1.76471 -7.64884
C -0.47177 -1.58068 -6.94773
H -1.74863 -4.61622 -0.24915
H -2.84319 4.42216 4.01116
H -1.43978 -1.64157 -7.43037
C 4.06371 0.71986 -1.18427
H -1.49713 -2.34447 -5.18716
H 1.53553 0.72799 -2.60942
H 0.02684 -3.91710 -3.43440
O 1.58983 -2.90179 0.69258
O 5.26439 -0.55663 -5.38242
C -3.40325 1.82556 -1.95300
H 0.09341 -0.68811 6.37298
H -4.45550 2.85170 6.07678
O -1.72311 0.30075 1.69096
H -2.56635 -3.44323 -1.33653
H 1.33126 -2.88299 -4.72763
C 4.73883 1.98727 -0.80190
H -0.67447 1.69729 6.09399
C 0.69249 -2.00515 -4.72817
O -0.74988 0.64859 -2.15910
C 1.63540 0.93074 4.60328
C -4.95823 6.09714 4.92993
O -0.53042 0.36638 -4.53843
H -0.78227 -1.54283 -0.57073
H 2.55086 -0.41360 6.01888
N -0.45485 -3.53229 -1.45944
H -4.12695 2.63055 -1.94281
H 5.32174 -0.79854 -6.30451
H -3.87226 0.80155 3.87059
C 2.32437 -2.36986 -0.09052
C -0.41655 -0.63243 -0.08605
C 2.58958 0.64840 -0.77418
C -3.17426 1.42865 -0.51546
H 2.50782 -1.23630 3.03700
H -5.85350 4.79784 6.37841
C 5.07388 -1.74188 -4.60867
C 0.84518 -0.04972 3.73938
C 0.56254 -2.19745 -7.85877
C -1.68928 -0.02302 0.53836
H 3.82779 -1.28153 -2.56104
H 2.37501 -2.51210 -7.32189
H -3.45261 4.25026 6.37466
O -2.82100 0.10135 -0.25224
H 3.40448 -3.05518 -4.42148
C 3.02789 -1.12826 -3.28511
C -4.66350 1.49216 3.57038
H 1.69168 -1.93944 4.43926
H 0.44526 1.49520 0.45875
H 0.92769 -2.00536 2.85773
H 2.45987 1.24490 6.55571
C 0.64448 0.13091 6.84340
H 3.18984 -0.09035 -3.56659
C -4.08565 2.85938 3.22280
H 4.65405 -0.17579 -1.12720
C -0.28440 1.32532 7.04288
C -3.30404 3.49707 4.37118
C -4.11675 3.79267 5.63325
H 2.56699 0.35205 0.27345
H 0.23720 2.14470 7.54215
C 1.53539 -1.38319 3.51383
C 3.55372 -1.97280 -4.45537
C -1.76619 -4.17199 -1.23914
H -5.39160 1.55266 4.38268
H 0.25175 -0.78494 0.75181
H -2.48558 2.17337 -2.40998
C 1.74432 -1.35772 -2.40705
C -0.50943 -2.39346 -5.62879
H -1.13851 1.04607 7.66127
H 0.21116 -4.24688 -1.21258
S -0.83065 -0.39972 -3.37029
O 3.91731 -3.84008 -1.60060
C -0.33643 -3.07648 -2.83866
*
```

For the total energy, the calculation gives -3016.93541 hartree. The structure (SMILES) is CNC[C@]1(CCCC(=O)O)[C@](CCCO)(N(C(=O)F)C(=O)F)[C@H](C[C@@H]2CO2)[C@](O)(CC(=O)OC(C)=O)OS1(=O)=O.CCCCCC.CCCCCC. As for the HOMO energy: -9.72 eV.

Atomic partial charges in e from the Mulliken method, atoms 1 to 6: -0.543 -0.491 -0.729 1.265 0.177 0.595

---

# 3
ORCA calculation (ωB97M-V/def2-TZVPD) on a cluster of 9 separate species, C34H62F2O27 in total.

Structure (ORCA input):
```
! RIJCOSX wB97M-V def2-TZVPD def2/J DEFGRID3
* xyz 0 1
H 0.26300 1.23480 2.58284
O 2.56022 -1.17203 -5.39786
H 1.65478 -6.68280 1.94736
H 0.97372 -5.07673 1.74399
C 0.74292 0.95856 3.52171
O 0.11471 -0.06129 -0.81246
O -4.00688 -2.18264 2.77790
C -1.34298 -2.52042 4.58389
H -2.22192 3.93616 6.96551
C -4.76364 -2.88048 -3.03666
H 6.33127 -5.67539 3.48675
O -3.21346 -0.78691 1.09583
C 2.81837 0.44761 -3.16153
C 1.20174 0.23739 0.04624
O 0.82536 -2.22020 -4.14458
H 2.24086 0.72295 -2.27905
H 0.80680 8.12436 0.72148
H 2.89256 7.76931 -1.51026
C -3.25438 0.47236 1.75616
H 0.92032 4.48563 -1.54105
H -0.27912 -4.97971 -5.89075
C -3.63722 -1.92766 1.61152
O -3.42601 -2.97506 0.72718
H 6.83562 -5.96896 1.01749
H 4.63063 3.91436 -2.46774
C -4.10850 -4.28666 -3.35654
H -3.40439 2.42737 4.57827
H 1.74509 1.34123 3.32854
C -3.17617 -1.25097 -3.50228
C -0.04093 -1.48099 -0.59230
O 3.15703 6.90717 0.33830
O -0.37056 -3.28300 3.87178
F -1.32634 -1.92628 -0.86736
H -2.55823 -3.29931 6.26502
O 5.20014 -4.69174 1.54067
O 3.72320 5.17121 -1.16215
O 1.21219 -0.68283 1.00816
H 0.70048 -1.94895 -1.23993
H -1.05137 -4.48093 -4.36991
H -0.58190 -1.54274 1.53150
H 1.95824 9.43021 0.21853
C 6.61808 -4.98117 1.42374
C -2.35452 3.06586 6.32279
H -3.22956 -4.63577 -2.81463
H -3.79923 -4.41637 -4.39366
H -3.25939 -5.06012 0.45206
O -0.54617 5.16438 -4.83852
C -2.29197 1.56065 1.14749
C 4.28144 3.89950 -1.43530
O 1.82092 -0.54753 -3.33113
C -2.22135 -3.51849 5.25182
H -4.27659 0.85031 1.73777
H -3.93526 4.05540 5.03062
H 4.94007 3.46817 -0.68147
H 0.66822 -0.12374 3.62731
C -0.27844 5.24678 -3.51602
H -1.21498 0.31264 -4.50590
H 7.18805 -4.31179 0.77941
H 7.94330 -5.68139 2.74837
C -3.07301 3.39208 4.96251
O 4.49262 5.16370 1.03960
O -0.05084 6.27804 -2.93683
H -4.42203 -4.47791 1.76829
H 0.68856 8.94648 -0.83988
H -0.44197 -2.37927 -5.70617
H 0.37610 2.82209 -1.41062
C -0.45384 -4.53835 4.28005
H 1.70388 6.60832 -1.03221
H -2.07397 3.98492 -1.06321
H -0.79407 3.97202 0.26328
O 1.84470 1.32510 0.07700
H -5.37328 -3.09757 -2.15955
H -2.28747 1.53366 -3.72848
C 1.83256 -1.28388 -4.36232
H 1.18897 -3.08973 -6.00719
C 7.03164 -5.09910 2.88220
H 3.81387 0.04893 -2.96626
H -1.86601 -1.94461 3.82036
H -2.21262 2.41356 1.82154
O -1.38438 -4.67161 5.20046
C 0.27164 -1.72516 0.87859
O -3.83288 -1.94406 -2.65627
H -2.76938 1.90624 0.23057
H 2.67817 1.26093 -3.87353
H -2.93152 2.45429 7.01645
C -3.52421 -4.29213 1.17881
C 0.36834 -2.98317 -5.29775
H -0.75079 -1.89196 5.24906
C 4.15228 -5.63529 1.39807
O -1.53831 0.68295 4.90044
O 0.26098 -5.48359 3.95628
H -1.46896 6.99845 -5.22045
H -2.45313 3.81943 4.17433
O -0.20133 4.07224 -3.02783
H -1.28379 1.24568 0.87828
H 0.31803 6.96054 -5.61591
C 1.80236 -5.72246 1.45333
C -0.12561 -4.46014 -4.94493
O 2.98817 -5.05894 1.72534
O -3.33971 -1.26929 -4.68873
H -2.92945 0.34094 2.78827
H 1.66168 -5.99601 0.40764
C -1.05910 4.24122 -0.75916
H 0.63640 -4.99614 -4.37912
C -1.74034 0.60038 -3.59525
C 3.83801 5.69991 0.14582
O -0.98707 2.53963 6.14475
H -2.82821 -4.41513 2.00861
O 0.45880 1.53509 4.81295
H -0.81440 6.05405 -6.58150
C 2.31467 7.42705 -0.65178
H 3.43152 3.22465 -1.53681
C -0.72061 1.50437 5.32204
C 0.05134 3.83587 -1.64487
F -3.37428 -3.86320 4.61663
C -0.62100 6.40904 -5.56923
H -1.09105 5.33071 -0.76854
O 4.29111 -6.78784 0.99463
H -4.86634 -5.06317 -3.25250
H 7.28264 -4.16210 3.37933
H 0.70279 -2.71668 1.01678
C 1.38356 8.55872 -0.09509
H -5.62789 -2.53381 -3.60323
O -2.41298 -0.38845 -2.85928
H -0.93791 0.83596 -2.89617
*
```

For the total energy, the calculation gives -3563.81421 hartree. The structure (SMILES) is O=C1OC[C@@H](F)O1.O=C1OC[C@@H](F)O1.CCOC(=O)OC.CCOC(=O)OC.CCOC(=O)OC.CCOC(=O)OC.CCOC(=O)OC.CCOC(=O)OC.CCOC(=O)OC. As for the HOMO energy: -10.57 eV.

Atomic partial charges in e from the Mulliken method, atoms 1 to 6: -0.115 -0.671 0.383 -0.201 -0.082 0.730

---

# 4
ORCA calculation (ωB97M-V/def2-TZVPD) on a cluster of 4 separate species, C34H63BrN3O12P in total.

Structure (ORCA input):
```
! RIJCOSX wB97M-V def2-TZVPD def2/J DEFGRID3
* xyz 0 1
H 6.60040 -1.36213 -4.52759
C 2.27731 -0.72131 -1.23856
H 0.14893 2.97826 -3.46449
H 1.00147 -0.99847 0.61535
H -5.43180 -1.80263 -0.85811
H 1.17360 1.34675 1.26277
C -5.85811 -2.66507 5.76390
N 4.19900 -6.30931 -2.26926
H -8.92543 0.83028 8.51226
H 5.01854 -0.37890 -1.59403
C 4.90482 1.94474 0.72155
C 6.42054 2.39210 0.70167
O -7.18081 -0.26871 8.85778
C 0.75537 3.31434 -4.31154
H 1.38875 4.11102 -3.92246
O 2.77806 0.99513 3.12219
C -5.10527 0.45263 0.21197
C 4.20579 -2.38173 -2.07223
C 6.33403 -5.20031 -3.15224
H -0.82840 4.61878 -4.93270
H 2.92839 1.35615 -5.88082
C 2.04282 -3.35016 -1.16134
O 4.59072 1.00380 1.77899
H 1.27109 -0.62217 -1.74810
C 5.55883 -1.09675 -4.85009
H 4.41127 3.22653 -6.19143
H 0.83058 4.08838 -8.45007
C 3.20186 0.98743 1.98771
H 4.73830 5.73802 -4.34869
C -6.40566 0.84365 6.18951
H -9.49347 -0.34621 6.43732
H -3.97245 -1.88748 1.33390
H -1.83206 -1.95040 2.61218
H -6.07451 -0.04287 0.09628
H -1.78683 1.27379 3.32583
C 2.88546 -2.13673 -1.50941
H 3.06219 6.10391 -3.88023
H 3.76911 -0.73208 -3.95236
H -6.40423 -2.50419 4.82905
H 3.83256 4.63632 -3.26285
C -5.53762 -0.30882 5.69714
H -7.18964 0.49132 10.77523
H 4.15599 2.92714 -4.45418
H -1.38553 1.84866 1.70186
N 5.96979 -3.90996 -2.89642
O 1.54073 2.18419 -4.68145
H -6.43777 -3.36216 6.37327
C -8.47698 -0.14622 8.28982
H 1.84148 -5.56180 -1.16702
C 2.51764 -4.70673 -1.41778
O -4.89519 -0.46173 2.52943
H 6.16749 -1.49377 -2.42930
Br 6.08263 -8.14437 -3.33745
H -7.27750 1.72404 9.47698
H -5.62707 1.35382 2.06301
H -0.85772 3.01575 -5.70098
C -8.45374 -0.34888 6.77865
O -5.70245 -1.46930 6.50220
H 4.64680 1.49552 -0.27848
C -1.31500 0.99387 2.37912
H -2.44616 -0.69211 3.71261
C 3.75961 5.30124 -4.12950
O -7.81160 0.67600 6.02537
C 5.10478 -1.13540 -2.42875
H 7.87700 -5.55073 -5.37010
H 2.03129 2.63407 -6.64929
H -5.76277 0.86363 9.78112
C 3.67761 3.27706 -5.37772
H -3.90444 1.23195 1.84943
H -3.73782 -2.11428 -1.24925
O -1.96339 -0.10526 1.76456
H -6.14842 1.72189 5.58904
H -4.66231 -0.97456 -2.25078
H 6.45083 3.45589 1.08441
C -3.90359 -1.46759 2.33666
H -5.14904 1.42303 -0.29721
H -6.16922 1.11168 7.21901
H 6.79481 2.43887 -0.36146
H 5.61324 -0.39656 -5.73958
O 3.26293 4.63207 -5.27264
N 4.75259 -0.53133 -3.73987
C -6.84992 0.76031 9.77068
O -4.06125 -0.29392 -0.39718
H -9.10161 -0.92743 8.73998
C 4.70168 -3.78592 -2.34348
O 0.48806 4.41383 -6.47017
H -0.79676 4.68634 -8.06228
C -2.47416 -1.06388 2.68065
H 5.03928 -2.02918 -5.24571
H 1.02347 -3.21504 -0.72852
H 4.26580 2.86838 0.87059
H -0.26054 0.75689 2.54294
O 8.85672 -6.51836 -3.31653
H -4.87938 -3.10862 5.55735
C -4.83761 0.69182 1.69360
P 8.02637 -5.43683 -3.95345
C 2.51169 2.35405 -5.71251
H -5.76764 -0.51020 4.64826
H 2.83257 -1.18168 0.82666
C -4.51184 -1.34375 -1.23262
H -8.05797 -1.32790 6.51092
C 2.14576 0.94401 0.82286
H -4.48350 -0.01193 5.76966
H -0.34723 2.97989 -7.74027
C 2.01173 -0.57502 0.33482
H 7.06055 1.72748 1.33920
C 5.42574 -6.34962 -2.84567
H 2.38914 1.63137 -0.03813
H 8.71886 -4.19436 -3.72893
C -0.20514 3.83250 -5.37594
H -4.18250 -2.27880 3.01669
H 2.97527 0.05799 -1.64129
C 3.87679 -4.97303 -2.03417
C 0.00450 4.01609 -7.73938
*
```

For the total energy, the calculation gives -5315.50321 hartree. The structure (SMILES) is CCOC(=O)CCCc1ccc2nc(Br)c([PH2]=O)nc2c1CNC.COCCOCCOC.COCCOCCOC.COCCOCCOC. As for the HOMO energy: -8.89 eV.

Atomic partial charges in e from the Mulliken method, atoms 1 to 6: 0.287 -0.489 0.434 0.170 0.404 -0.141